The following is a DFT calculation (the ωB97M-V functional and the def2-TZVPD basis) of a structure of composition C7H7F12InN3O9S4 at a distorted geometry.

Summary:
charge = +1
orbital gap = 4.3 eV
HOMO energy = -14.15 eV

CARTESIAN COORDINATES (ANGSTROEM)
In (-0.350, -0.934, 0.384)
C (3.176, -1.783, -2.846)
F (3.292, -0.835, -1.924)
F (3.588, -1.502, -4.047)
F (3.945, -2.788, -2.413)
S (1.383, -2.487, -2.807)
O (1.020, -2.823, -4.136)
O (1.438, -3.599, -1.920)
N (0.456, -1.165, -2.152)
S (0.197, -0.183, -3.369)
O (-0.187, 1.098, -2.834)
O (1.272, -0.053, -4.301)
C (-1.287, -0.889, -4.349)
F (-2.061, 0.118, -4.709)
F (-0.804, -1.392, -5.469)
F (-1.928, -1.813, -3.665)
C (-4.657, -0.733, 1.167)
F (-4.831, 0.298, 1.972)
F (-5.690, -1.535, 1.275)
F (-4.471, -0.322, -0.066)
S (-3.188, -1.807, 1.771)
O (-3.672, -2.883, 2.540)
O (-2.456, -2.170, 0.552)
N (-2.116, -0.743, 2.529)
S (-2.311, -0.766, 4.158)
O (-3.680, -0.689, 4.541)
O (-1.545, -1.770, 4.804)
C (-1.486, 0.874, 4.535)
F (-0.972, 0.800, 5.760)
F (-0.453, 1.080, 3.709)
F (-2.351, 1.862, 4.547)
C (3.027, 2.424, -1.251)
C (2.440, 1.972, 0.063)
O (1.742, 0.947, 0.161)
N (2.590, 2.867, 1.039)
C (2.101, 2.667, 2.389)
H (2.318, 2.984, -1.852)
H (3.363, 1.560, -1.834)
H (4.029, 2.847, -1.145)
H (3.131, 3.704, 0.902)
H (2.884, 2.191, 2.992)
H (1.390, 1.842, 2.389)
H (1.713, 3.531, 2.913)

=====

The following is a DFT calculation (the ωB97M-V functional and the def2-TZVPD basis) of a cluster of 12 separate species, C6H33NO12 in total at a distorted geometry.

Summary:
charge = 0
orbital gap = 9.9 eV
HOMO energy = -9.63 eV

CARTESIAN COORDINATES (ANGSTROEM)
C (0.432, 1.655, -1.172)
N (0.434, 0.700, -0.053)
C (0.511, 1.053, 1.247)
C (0.446, 0.010, 2.316)
O (0.608, 2.254, 1.534)
C (0.450, -0.711, -0.540)
C (0.305, -0.626, -2.056)
C (0.656, 0.816, -2.455)
H (-0.559, 2.231, -1.254)
H (1.294, 2.392, -1.059)
H (0.395, 0.430, 3.337)
H (-0.467, -0.578, 2.240)
H (1.324, -0.642, 2.285)
H (-0.352, -1.265, -0.074)
H (1.431, -1.251, -0.276)
H (-0.751, -0.883, -2.413)
H (0.929, -1.325, -2.548)
H (1.663, 0.868, -2.853)
H (-0.049, 1.192, -3.276)
H (-0.875, -3.868, -2.174)
H (-1.486, -3.823, -0.787)
O (-1.732, -3.816, -1.695)
H (-2.906, 1.405, -1.723)
H (-2.944, -0.054, -2.236)
O (-2.833, 0.879, -2.513)
H (3.698, -0.537, 1.024)
H (4.098, -1.470, 2.215)
O (3.548, -1.461, 1.456)
H (-2.621, -2.433, -1.671)
H (-4.068, -1.755, -1.726)
O (-3.197, -1.577, -1.482)
H (-1.569, 4.356, 1.210)
H (-0.505, 3.353, 0.862)
O (-1.292, 3.842, 0.440)
H (-2.351, 2.532, 0.150)
H (-2.328, 1.056, 0.339)
O (-2.904, 1.747, 0.029)
H (3.220, 3.809, 1.251)
H (2.038, 2.957, 0.821)
O (2.906, 3.173, 0.537)
H (-1.549, -2.588, 1.090)
H (-0.193, -3.318, 1.129)
O (-1.146, -3.397, 0.887)
H (-3.154, -0.990, 1.597)
H (-2.734, -1.172, 0.114)
O (-2.379, -1.045, 1.010)
H (4.683, 0.908, -0.380)
H (3.779, 1.728, 0.511)
O (4.330, 0.914, 0.496)
H (2.163, -2.445, 1.451)
H (1.913, -4.019, 1.352)
O (1.466, -3.123, 1.526)

=====

The following is a DFT calculation (the ωB97M-V functional and the def2-TZVPD basis) of a structure of composition C32H51N4O2P2Pb at a distorted geometry.

Summary:
charge = +1
orbital gap (spin up / spin down) = 5.3 / 4.8 eV
HOMO energy (spin up / spin down) = -7.51 / -6.85 eV

CARTESIAN COORDINATES (ANGSTROEM)
C (-1.698, -1.491, -1.745)
C (0.609, -1.802, -1.673)
C (-1.818, -2.450, -2.756)
C (0.534, -2.901, -2.533)
C (-0.700, -3.219, -3.096)
H (-2.787, -2.595, -3.226)
H (1.468, -3.417, -2.767)
H (-0.766, -4.006, -3.844)
N (-0.517, -1.263, -1.147)
P (-2.980, -0.184, 0.420)
P (2.999, -0.483, -0.144)
C (-2.868, -0.567, -1.378)
H (-2.755, 0.390, -1.916)
H (-3.811, -0.990, -1.756)
C (1.879, -0.985, -1.605)
H (2.529, -1.244, -2.450)
C (4.455, 0.380, -0.935)
C (3.349, -1.454, 1.380)
C (-3.793, 1.512, 0.464)
C (-4.020, -1.647, 1.031)
C (4.480, 1.845, -0.455)
H (4.602, 1.928, 0.633)
H (5.344, 2.335, -0.927)
H (3.575, 2.388, -0.753)
C (5.778, -0.308, -0.568)
H (6.004, -0.273, 0.503)
H (5.795, -1.345, -0.926)
H (6.593, 0.222, -1.082)
C (4.384, 0.369, -2.481)
H (5.255, 0.921, -2.858)
H (4.447, -0.651, -2.883)
H (3.488, 0.869, -2.868)
C (4.114, -0.583, 2.390)
H (3.522, 0.276, 2.735)
H (4.334, -1.220, 3.259)
H (5.073, -0.213, 2.015)
C (2.146, -2.073, 2.118)
H (1.559, -1.345, 2.695)
H (1.496, -2.653, 1.452)
H (2.565, -2.774, 2.856)
C (4.213, -2.661, 0.958)
H (5.193, -2.371, 0.579)
H (4.379, -3.285, 1.845)
H (3.697, -3.264, 0.202)
C (-4.646, -1.300, 2.393)
H (-5.178, -2.191, 2.762)
H (-3.889, -1.034, 3.144)
H (-5.384, -0.488, 2.316)
C (-3.057, -2.838, 1.192)
H (-2.548, -3.085, 0.250)
H (-2.299, -2.655, 1.969)
H (-3.647, -3.715, 1.500)
C (-5.118, -2.042, 0.035)
H (-5.762, -2.792, 0.518)
H (-5.756, -1.200, -0.260)
H (-4.707, -2.513, -0.866)
C (-2.928, 2.498, -0.347)
H (-2.928, 2.270, -1.420)
H (-3.353, 3.507, -0.230)
H (-1.887, 2.533, 0.008)
C (-3.882, 2.013, 1.918)
H (-2.884, 2.127, 2.365)
H (-4.366, 3.002, 1.911)
H (-4.481, 1.352, 2.557)
C (-5.187, 1.411, -0.167)
H (-5.149, 1.016, -1.192)
H (-5.879, 0.801, 0.429)
H (-5.611, 2.425, -0.222)
Pb (-0.389, -0.035, 1.256)
C (-1.251, -1.378, 3.634)
O (-1.614, -1.772, 4.648)
N (1.779, 0.751, -0.086)
C (1.517, 0.398, -1.391)
C (1.041, 1.247, -2.467)
C (0.758, 2.608, -2.235)
C (0.954, 0.737, -3.788)
C (0.576, 3.469, -3.318)
H (0.710, 2.960, -1.200)
C (0.816, 1.607, -4.867)
H (1.023, -0.341, -3.941)
C (0.639, 2.980, -4.635)
H (0.388, 4.534, -3.157)
H (0.843, 1.207, -5.884)
H (0.516, 3.663, -5.482)
N (0.099, 1.548, 4.800)
C (-0.031, 2.401, 3.752)
N (0.272, 3.694, 3.969)
O (-0.423, 2.021, 2.608)
H (0.323, 1.942, 5.701)
H (-0.307, 0.616, 4.741)
H (0.252, 4.327, 3.176)
H (0.689, 3.992, 4.841)

=====

The following is a DFT calculation (the ωB97M-V functional and the def2-TZVPD basis) of the molecule C6H6N2 at a distorted geometry.

Summary:
charge = 0
orbital gap = 9.7 eV
HOMO energy = -9.34 eV

CARTESIAN COORDINATES (ANGSTROEM)
C (2.184, 0.114, 0.066)
C (0.784, 0.040, 0.195)
C (-0.188, -1.004, 0.875)
C (-1.183, -0.450, -0.216)
C (-1.357, 1.177, -0.174)
C (0.030, 1.418, 0.356)
H (0.015, -2.057, 0.288)
H (-0.314, -1.011, 2.095)
H (-2.205, -0.835, -0.545)
H (0.469, -1.441, -1.310)
H (-2.220, 1.758, -0.578)
H (0.573, 2.400, 0.393)
N (3.318, 0.299, -0.246)
N (0.094, -0.407, -1.199)

=====

The following is a DFT calculation (the ωB97M-V functional and the def2-TZVPD basis) of a cluster of 5 separate species, CH14NO4 in total at a distorted geometry.

Summary:
charge = +1
orbital gap = 12.2 eV
HOMO energy = -15.14 eV

CARTESIAN COORDINATES (ANGSTROEM)
C (1.614, 0.461, -0.220)
N (0.107, 0.427, -0.246)
H (1.819, 1.521, -0.204)
H (1.994, -0.142, -1.026)
H (1.936, 0.098, 0.750)
H (-0.260, 0.866, 0.588)
H (-0.285, 0.677, -1.168)
H (-0.127, -0.569, -0.153)
H (-1.619, 1.813, -2.770)
H (-1.166, 2.869, -1.756)
O (-0.841, 2.141, -2.299)
H (-1.388, -4.348, -0.455)
H (-0.559, -4.985, 0.731)
O (-0.895, -4.161, 0.355)
H (0.322, -2.695, 0.763)
H (0.121, -2.065, 2.107)
O (0.550, -1.876, 1.262)
H (-1.186, 3.093, 1.191)
H (0.091, 3.879, 1.390)
O (-0.228, 2.995, 1.160)

=====

The following is a DFT calculation (the ωB97M-V functional and the def2-TZVPD basis) of a structure of composition C26H24HgN9O3S.

Summary:
<S²> = 0.770
charge = 0
multiplicity = 2
orbital gap (spin up / spin down) = 5.4 / 8.5 eV
HOMO energy (spin up / spin down) = -4.95 / -8.13 eV

CARTESIAN COORDINATES (ANGSTROEM)
Hg (-0.716, -0.100, -1.478)
C (1.584, -4.227, -1.008)
C (2.049, -3.985, 0.275)
C (1.349, -3.119, 1.097)
C (0.193, -2.524, 0.608)
N (-0.244, -2.741, -0.638)
C (0.444, -3.567, -1.424)
C (-0.639, -1.591, 1.410)
C (-0.770, -1.721, 2.772)
C (-1.624, -0.817, 3.446)
C (-2.325, 0.115, 2.736)
C (-2.181, 0.190, 1.329)
N (-1.287, -0.648, 0.706)
C (-2.909, 1.099, 0.501)
C (-3.835, 2.051, 0.999)
C (-4.468, 2.908, 0.144)
C (-4.191, 2.850, -1.237)
C (-3.281, 1.911, -1.661)
N (-2.674, 1.045, -0.846)
H (2.114, -4.882, -1.684)
H (2.960, -4.452, 0.626)
H (1.708, -2.879, 2.088)
H (0.067, -3.683, -2.434)
H (-0.262, -2.515, 3.300)
H (-1.739, -0.878, 4.521)
H (-2.993, 0.791, 3.250)
H (-4.041, 2.107, 2.059)
H (-5.173, 3.633, 0.531)
H (-4.664, 3.518, -1.943)
H (-3.015, 1.837, -2.710)
N (4.554, -0.542, 3.693)
C (4.069, -0.317, 2.403)
C (2.745, 0.074, 2.202)
C (2.249, 0.232, 0.921)
C (3.064, 0.006, -0.177)
C (4.386, -0.367, 0.010)
C (4.884, -0.532, 1.289)
S (2.424, 0.073, -1.831)
O (3.455, 0.594, -2.679)
O (1.899, -1.234, -2.149)
N (1.101, 1.002, -1.749)
C (1.126, 2.346, -1.483)
N (2.279, 2.933, -1.144)
C (2.219, 4.228, -0.869)
C (1.041, 4.954, -0.901)
C (-0.095, 4.242, -1.251)
N (-0.068, 2.954, -1.551)
H (4.080, -0.018, 4.412)
H (5.556, -0.463, 3.781)
H (2.097, 0.247, 3.054)
H (1.218, 0.534, 0.785)
H (5.022, -0.519, -0.853)
H (5.917, -0.827, 1.431)
H (3.161, 4.701, -0.609)
H (1.008, 6.007, -0.662)
H (-1.068, 4.721, -1.303)
N (-4.190, -1.539, -3.403)
C (-3.048, -1.698, -2.687)
N (-3.092, -2.469, -1.589)
O (-1.990, -1.179, -3.095)
H (-5.080, -1.825, -3.035)
H (-4.179, -0.812, -4.097)
H (-3.960, -2.678, -1.130)
H (-2.222, -2.556, -1.065)

=====

The following is a DFT calculation (the ωB97M-V functional and the def2-TZVPD basis) of the molecule C11H11FN2 at a distorted geometry.

Summary:
charge = 0
orbital gap = 9.0 eV
HOMO energy = -8.58 eV

CARTESIAN COORDINATES (ANGSTROEM)
C (-3.272, -0.964, -0.127)
C (-3.303, 0.521, 0.237)
C (-2.097, 1.240, 0.222)
C (-0.955, 0.681, -0.474)
C (0.277, 1.622, -0.422)
C (1.244, 1.323, 0.712)
C (2.894, -0.122, -0.511)
C (3.126, -1.546, -0.567)
C (1.891, -1.110, 1.125)
C (-0.892, -0.720, -0.808)
C (-2.118, -1.383, -0.701)
H (-4.153, 1.044, 0.664)
H (-2.104, 2.042, 0.969)
H (0.747, 1.701, -1.436)
H (-0.185, 2.725, -0.397)
H (0.701, 0.973, 1.682)
H (2.012, 2.017, 0.946)
H (3.287, 0.708, -1.122)
H (3.832, -2.047, -1.442)
H (1.033, -1.114, 1.893)
H (-0.008, -1.237, -1.328)
H (-2.391, -2.503, -0.760)
N (1.982, 0.125, 0.486)
N (2.605, -2.152, 0.627)
F (-4.154, -1.825, 0.531)

=====

The following is a DFT calculation (the ωB97M-V functional and the def2-TZVPD basis) of the molecule CH5N3 at a distorted geometry.

Summary:
charge = 0
orbital gap = 10.6 eV
HOMO energy = -9.67 eV

CARTESIAN COORDINATES (ANGSTROEM)
C (0.097, -0.083, -0.971)
H (0.785, -0.573, 1.629)
H (-0.247, 0.838, 1.361)
H (-0.625, -1.543, 0.178)
H (0.059, -0.613, -1.902)
H (1.161, 1.313, 0.009)
N (-0.218, -0.295, 1.483)
N (-0.699, -0.534, 0.118)
N (0.672, 0.983, -0.951)

=====

The following is a DFT calculation (the ωB97M-V functional and the def2-TZVPD basis) of the molecule C4H5N at a distorted geometry.

Summary:
charge = 0
orbital gap (spin up / spin down) = 8.1 / 7.9 eV
HOMO energy (spin up / spin down) = -8.06 / -7.79 eV

CARTESIAN COORDINATES (ANGSTROEM)
C (-1.622, -0.445, 0.571)
C (-0.593, 0.324, 0.303)
C (0.748, 0.564, 0.210)
C (1.378, -0.483, -0.741)
N (1.279, 0.816, -1.182)
H (-2.648, -0.087, 0.639)
H (1.291, 0.993, 1.046)
H (0.744, -1.198, -1.290)
H (-1.441, -1.498, 0.757)
H (0.555, 1.007, -1.887)

=====

The following is a DFT calculation (the ωB97M-V functional and the def2-TZVPD basis) of a cluster of 21 separate species, C21H63N21O42 in total at a distorted geometry.

Summary:
charge = 0
orbital gap = 9.6 eV
HOMO energy = -10.54 eV

CARTESIAN COORDINATES (ANGSTROEM)
C (-16.605, 5.264, -16.181)
N (-18.037, 5.437, -16.528)
O (-18.583, 6.546, -16.392)
O (-18.694, 4.453, -16.925)
H (-16.210, 4.268, -15.981)
H (-16.220, 5.775, -15.299)
H (-16.170, 5.637, -17.109)
C (-27.897, 1.804, -14.474)
N (-26.812, 0.712, -14.273)
O (-27.190, -0.366, -13.791)
O (-25.666, 0.996, -14.555)
H (-28.865, 1.345, -14.271)
H (-27.854, 1.976, -15.550)
H (-27.745, 2.687, -13.853)
C (-17.368, 1.497, -9.251)
N (-16.283, 2.146, -8.439)
O (-16.593, 2.521, -7.284)
O (-15.109, 2.046, -8.842)
H (-17.288, 1.970, -10.230)
H (-18.299, 1.484, -8.684)
H (-17.071, 0.458, -9.399)
C (-18.492, -2.848, -17.374)
N (-17.584, -1.831, -16.891)
O (-17.945, -0.670, -16.874)
O (-16.441, -2.254, -16.607)
H (-18.413, -3.820, -16.888)
H (-18.312, -2.901, -18.448)
H (-19.461, -2.350, -17.337)
C (-20.904, 3.422, -7.493)
N (-20.223, 3.809, -8.792)
O (-20.865, 3.704, -9.861)
O (-19.047, 4.214, -8.691)
H (-21.348, 2.481, -7.818)
H (-21.499, 4.285, -7.192)
H (-20.094, 3.037, -6.874)
C (-19.379, 1.497, -19.994)
N (-20.561, 0.736, -19.485)
O (-20.697, 0.496, -18.288)
O (-21.307, 0.283, -20.349)
H (-19.436, 1.479, -21.082)
H (-18.523, 0.893, -19.695)
H (-19.292, 2.506, -19.591)
C (-19.672, -1.476, -5.921)
N (-19.113, -1.801, -7.289)
O (-18.484, -2.831, -7.502)
O (-19.264, -0.880, -8.093)
H (-19.194, -0.573, -5.541)
H (-19.434, -2.395, -5.383)
H (-20.749, -1.412, -6.075)
C (-20.528, 3.951, -12.891)
N (-19.102, 3.524, -12.923)
O (-18.301, 4.174, -13.584)
O (-18.793, 2.640, -12.150)
H (-20.920, 4.326, -13.837)
H (-20.510, 4.757, -12.158)
H (-21.162, 3.097, -12.654)
C (-15.914, -6.796, -14.770)
N (-16.562, -5.720, -15.558)
O (-17.211, -4.836, -14.920)
O (-16.729, -5.934, -16.718)
H (-14.904, -6.953, -15.150)
H (-16.466, -7.724, -14.915)
H (-15.971, -6.348, -13.777)
C (-21.604, 5.904, -17.603)
N (-22.545, 5.828, -18.747)
O (-23.548, 5.119, -18.550)
O (-22.428, 6.578, -19.719)
H (-21.985, 6.510, -16.780)
H (-20.715, 6.447, -17.924)
H (-21.395, 4.889, -17.267)
C (-18.695, -4.015, -11.159)
N (-18.861, -5.433, -11.679)
O (-17.866, -6.029, -12.133)
O (-19.998, -5.885, -11.614)
H (-18.540, -4.165, -10.091)
H (-19.622, -3.495, -11.399)
H (-17.804, -3.641, -11.663)
C (-15.507, 1.698, -13.282)
N (-15.841, 0.263, -13.589)
O (-15.805, -0.040, -14.733)
O (-16.131, -0.415, -12.614)
H (-16.046, 1.887, -12.354)
H (-15.857, 2.317, -14.109)
H (-14.418, 1.643, -13.263)
C (-14.413, 0.366, -17.595)
N (-13.427, 1.266, -16.981)
O (-12.245, 0.874, -16.909)
O (-13.799, 2.366, -16.542)
H (-14.032, 0.016, -18.554)
H (-15.352, 0.918, -17.563)
H (-14.536, -0.429, -16.859)
C (-21.375, -0.050, -9.901)
N (-21.561, -1.589, -9.914)
O (-21.658, -2.082, -8.765)
O (-21.701, -2.059, -11.037)
H (-20.675, 0.400, -10.605)
H (-21.080, 0.249, -8.896)
H (-22.377, 0.332, -10.094)
C (-20.252, -6.565, -15.223)
N (-20.085, -7.974, -15.330)
O (-18.926, -8.395, -15.394)
O (-21.098, -8.703, -15.414)
H (-19.860, -6.186, -16.167)
H (-19.652, -6.093, -14.444)
H (-21.315, -6.327, -15.173)
C (-23.892, 2.502, -12.337)
N (-24.926, 1.884, -11.413)
O (-24.576, 0.833, -10.849)
O (-26.023, 2.367, -11.273)
H (-24.651, 2.951, -12.978)
H (-23.187, 1.868, -12.873)
H (-23.450, 3.203, -11.628)
C (-25.758, 5.236, -15.977)
N (-24.478, 5.382, -15.314)
O (-24.189, 6.432, -14.853)
O (-23.832, 4.352, -15.212)
H (-25.581, 4.425, -16.684)
H (-25.964, 6.191, -16.460)
H (-26.392, 4.970, -15.131)
C (-22.655, -3.321, -14.076)
N (-21.379, -3.077, -14.790)
O (-20.418, -3.702, -14.380)
O (-21.389, -2.147, -15.555)
H (-23.048, -4.186, -14.610)
H (-23.208, -2.396, -14.242)
H (-22.406, -3.388, -13.017)
C (-15.243, -3.590, -12.044)
N (-14.013, -3.251, -12.801)
O (-12.996, -3.273, -12.148)
O (-14.191, -3.089, -13.956)
H (-14.998, -3.979, -11.055)
H (-15.695, -4.393, -12.626)
H (-15.938, -2.776, -11.834)
C (-19.763, -0.142, -13.905)
N (-21.021, 0.558, -14.401)
O (-20.832, 1.630, -14.962)
O (-22.107, 0.164, -14.060)
H (-19.026, -0.209, -14.705)
H (-20.153, -1.160, -13.899)
H (-19.468, 0.172, -12.903)
C (-23.600, 1.452, -17.703)
N (-24.496, 1.870, -18.798)
O (-25.694, 1.689, -18.615)
O (-24.040, 2.180, -19.941)
H (-22.700, 2.016, -17.950)
H (-23.511, 0.366, -17.724)
H (-24.040, 1.860, -16.794)